Formula: C91H210N14O14
Source: OMol25
Level of theory: ωB97M-V/def2-TZVPD

```
329
C91H210N14O14 ωB97M-V/def2-TZVPD
C -0.101 -5.142 4.157
C -1.569 -5.558 4.174
C -2.381 -4.612 5.102
C -3.889 -4.775 4.981
C -4.308 -4.680 3.486
C -3.499 -5.577 2.483
N -2.040 -5.462 2.775
O -1.396 -6.454 1.989
C -4.110 -7.035 2.559
C -3.722 -5.112 1.069
C -1.690 -6.974 4.727
H 0.252 -5.226 5.191
H -0.075 -4.067 3.942
H 0.521 -5.582 3.432
H -2.023 -4.831 6.112
H -2.124 -3.611 5.043
H -4.386 -4.068 5.673
H -4.121 -5.832 5.213
H -4.133 -3.666 3.137
H -5.361 -4.881 3.454
H -4.315 -7.431 3.551
H -5.003 -7.066 1.894
H -3.340 -7.724 2.092
H -4.777 -5.113 0.820
H -3.275 -4.153 0.944
H -3.283 -5.849 0.374
H -1.399 -7.804 4.082
H -2.682 -7.219 5.013
H -1.032 -7.158 5.598
H -0.547 -6.085 1.629
C 1.347 -0.180 -4.877
C 1.962 -1.474 -5.322
C 1.721 -2.511 -4.196
C 0.288 -3.030 -4.255
C 0.018 -3.620 -5.639
C 0.153 -2.610 -6.747
N 1.492 -2.041 -6.555
O 1.633 -1.082 -7.682
C 0.140 -3.402 -8.048
C -1.002 -1.577 -6.682
C 3.517 -1.319 -5.534
H 1.061 0.443 -5.753
H 1.999 0.371 -4.238
H 0.364 -0.278 -4.446
H 2.389 -3.414 -4.337
H 1.949 -2.142 -3.166
H -0.429 -2.253 -4.036
H 0.124 -3.786 -3.463
H -0.957 -4.108 -5.742
H 0.797 -4.367 -5.819
H 0.881 -4.179 -8.132
H -0.865 -3.845 -8.120
H 0.256 -2.738 -8.887
H -1.900 -2.004 -7.125
H -1.179 -1.284 -5.675
H -0.846 -0.673 -7.251
H 3.923 -2.334 -5.425
H 3.831 -0.748 -4.641
H 3.823 -0.824 -6.442
H 2.108 -1.590 -8.332
C 5.254 3.473 -2.391
C 4.086 3.706 -3.430
C 3.443 5.058 -2.998
C 2.414 5.459 -3.979
C 3.038 5.630 -5.363
C 3.784 4.308 -5.849
N 4.649 3.789 -4.764
O 5.068 2.473 -5.137
C 2.676 3.300 -6.273
C 4.609 4.672 -7.023
C 3.027 2.636 -3.018
H 4.816 3.547 -1.376
H 6.085 4.168 -2.522
H 5.740 2.464 -2.450
H 3.026 4.847 -2.008
H 4.168 5.900 -2.924
H 1.989 6.404 -3.681
H 1.677 4.664 -4.010
H 3.780 6.411 -5.329
H 2.270 5.984 -6.002
H 2.392 3.499 -7.326
H 3.050 2.254 -6.291
H 1.757 3.207 -5.691
H 5.208 3.863 -7.453
H 3.913 5.041 -7.756
H 5.405 5.401 -6.917
H 3.496 1.657 -3.160
H 2.152 2.719 -3.623
H 2.780 2.612 -1.973
H 5.984 2.564 -5.431
C -2.649 5.824 -1.902
C -2.082 6.439 -0.654
C -0.877 5.608 -0.121
C 0.385 5.628 -0.896
C 0.768 7.210 -0.969
C -0.356 8.032 -1.627
N -1.560 7.769 -0.824
O -2.661 8.473 -1.427
C -0.051 9.500 -1.317
C -0.453 7.707 -3.097
C -3.167 6.528 0.426
H -1.837 5.625 -2.625
H -3.393 6.465 -2.363
H -3.112 4.876 -1.650
H -0.615 6.040 0.856
H -1.203 4.573 0.031
H 0.275 5.171 -1.873
H 1.167 5.051 -0.392
H 1.639 7.311 -1.621
H 1.104 7.569 -0.033
H -0.820 10.283 -1.548
H 0.223 9.669 -0.255
H 0.868 9.803 -1.804
H 0.147 8.441 -3.696
H -0.203 6.756 -3.559
H -1.508 7.877 -3.299
H -2.695 7.090 1.267
H -3.496 5.536 0.771
H -3.989 7.129 0.132
H -2.853 9.142 -0.740
C 5.614 0.631 0.446
C 5.479 1.555 1.627
C 6.853 2.098 1.850
C 6.956 3.435 2.677
C 5.955 4.433 2.155
C 4.580 3.884 2.120
N 4.587 2.696 1.219
O 3.269 2.207 1.060
C 4.007 3.835 3.565
C 3.706 4.908 1.359
C 4.980 0.864 2.892
H 4.675 0.202 0.036
H 6.299 -0.197 0.703
H 6.100 1.183 -0.370
H 7.509 1.340 2.316
H 7.278 2.285 0.848
H 8.002 3.729 2.634
H 6.747 3.165 3.713
H 6.257 4.801 1.199
H 5.978 5.267 2.870
H 4.737 3.473 4.323
H 3.740 4.904 3.834
H 3.116 3.233 3.642
H 2.573 4.700 1.382
H 3.741 5.909 1.885
H 4.017 5.035 0.329
H 5.125 1.398 3.806
H 5.472 -0.114 2.932
H 3.930 0.600 2.758
H 2.818 1.972 1.914
C 1.138 3.040 5.840
C -0.339 2.842 6.061
C -0.999 4.186 6.557
C -1.145 5.276 5.496
C -1.730 4.678 4.247
C -1.096 3.392 3.717
N -1.076 2.377 4.871
O -0.435 1.141 4.342
C -2.067 2.839 2.661
C 0.204 3.713 3.047
C -0.591 1.767 7.143
H 1.415 3.821 5.165
H 1.659 2.118 5.543
H 1.633 3.406 6.754
H -2.031 3.871 6.832
H -0.422 4.609 7.395
H -0.186 5.698 5.225
H -1.759 6.101 5.845
H -1.686 5.469 3.466
H -2.785 4.475 4.388
H -1.775 1.875 2.228
H -3.079 2.651 2.957
H -2.141 3.556 1.850
H 0.149 3.971 1.982
H 0.629 4.676 3.423
H 1.038 3.042 3.123
H -0.182 2.130 8.085
H -0.128 0.794 6.957
H -1.613 1.562 7.400
H -1.065 0.457 4.756
C 1.861 -0.111 -0.687
C 0.449 0.342 -0.446
C -0.545 -0.352 -1.476
C -0.946 -1.819 -1.250
C -1.489 -1.952 0.206
C -0.523 -1.428 1.253
N -0.058 -0.072 0.896
O 0.760 0.518 1.933
C -1.318 -1.353 2.556
C 0.683 -2.333 1.477
C 0.291 1.855 -0.549
H 2.048 -1.183 -0.795
H 2.387 0.183 0.215
H 2.295 0.345 -1.582
H -1.458 0.246 -1.445
H -0.077 -0.266 -2.476
H -0.097 -2.522 -1.305
H -1.696 -2.184 -1.983
H -1.722 -2.989 0.353
H -2.367 -1.320 0.219
H -1.664 -2.336 2.871
H -0.693 -0.953 3.354
H -2.198 -0.738 2.435
H 0.361 -3.250 2.002
H 1.155 -2.576 0.536
H 1.414 -1.762 2.056
H 0.922 2.293 0.229
H -0.724 2.239 -0.390
H 0.694 2.266 -1.459
H 0.089 0.967 2.524
C -5.065 -4.329 -7.443
C -5.266 -4.623 -5.990
C -3.950 -4.620 -5.243
O -4.114 -5.281 -3.986
C -2.974 -5.161 -3.218
N -6.293 -3.778 -5.402
H -4.575 -3.396 -7.564
H -5.998 -4.289 -8.016
H -4.398 -5.112 -7.885
H -5.606 -5.625 -5.862
H -3.532 -3.633 -5.177
H -3.235 -5.251 -5.808
H -3.157 -5.639 -2.268
H -2.819 -4.137 -2.811
H -2.080 -5.520 -3.786
H -5.975 -2.820 -5.305
H -6.443 -4.067 -4.441
C -4.053 0.745 6.215
C -3.911 -0.635 5.644
C -4.534 -0.802 4.274
O -5.932 -0.968 4.488
C -6.823 -0.954 3.324
N -2.492 -0.947 5.415
H -5.050 1.125 6.040
H -3.326 1.440 5.721
H -3.837 0.740 7.283
H -4.428 -1.363 6.316
H -4.111 -1.693 3.849
H -4.244 0.049 3.667
H -6.442 -1.632 2.523
H -6.929 0.051 2.924
H -7.726 -1.375 3.777
H -2.312 -1.793 4.892
H -2.121 -1.121 6.335
C 4.082 -5.807 4.494
C 3.749 -5.547 3.010
C 4.388 -4.336 2.393
O 3.683 -4.087 1.196
C 3.965 -2.981 0.406
N 3.983 -6.684 2.156
H 4.018 -4.861 5.035
H 5.119 -6.132 4.555
H 3.538 -6.574 5.013
H 2.629 -5.234 3.060
H 5.454 -4.552 2.237
H 4.357 -3.413 3.000
H 3.229 -3.003 -0.404
H 4.973 -3.014 -0.055
H 3.890 -2.134 1.070
H 3.529 -6.545 1.249
H 3.563 -7.563 2.440
C -1.969 1.700 -4.183
C -2.381 3.103 -4.529
C -1.169 3.770 -5.242
O -1.680 4.930 -5.890
C -0.678 5.863 -6.242
N -3.616 2.965 -5.331
H -2.800 1.157 -3.733
H -1.164 1.596 -3.471
H -1.728 1.158 -5.112
H -2.740 3.619 -3.596
H -0.783 3.121 -5.991
H -0.417 3.918 -4.418
H 0.118 5.722 -5.525
H -1.077 6.864 -6.124
H -0.325 5.734 -7.265
H -3.562 2.224 -6.033
H -3.786 3.761 -5.930
C -5.530 -2.254 -0.494
C -5.725 -1.577 -1.850
C -5.458 -0.038 -1.728
O -4.424 0.172 -0.752
C -4.058 1.555 -0.542
N -4.891 -2.056 -2.942
H -4.551 -2.077 -0.051
H -5.751 -3.327 -0.586
H -6.286 -1.967 0.273
H -6.713 -1.858 -2.086
H -6.393 0.435 -1.486
H -5.079 0.249 -2.698
H -4.258 2.167 -1.452
H -2.998 1.607 -0.273
H -4.634 2.012 0.289
H -3.885 -2.009 -2.803
H -5.032 -3.047 -3.041
C 0.655 -4.226 8.156
C 0.261 -2.818 7.883
C 0.477 -2.396 6.467
O 1.884 -2.214 6.164
C 2.057 -1.728 4.861
N -1.128 -2.598 8.190
H 0.514 -4.473 9.173
H 1.715 -4.289 7.912
H 0.112 -4.924 7.506
H 0.963 -2.303 8.585
H -0.062 -1.473 6.360
H 0.076 -3.140 5.834
H 2.350 -2.459 4.113
H 2.887 -0.983 4.875
H 1.160 -1.169 4.505
H -1.444 -3.320 8.784
H -1.243 -1.701 8.689
C -0.380 -5.190 -0.810
C 0.826 -6.127 -0.620
C 2.009 -5.814 -1.509
O 3.085 -6.586 -1.109
C 4.260 -6.385 -1.801
N 1.183 -6.070 0.841
H -0.555 -5.060 -1.867
H -0.134 -4.231 -0.306
H -1.309 -5.573 -0.362
H 0.461 -7.149 -0.748
H 2.215 -4.752 -1.471
H 1.681 -6.064 -2.534
H 4.567 -5.343 -1.873
H 4.285 -6.798 -2.824
H 5.057 -6.876 -1.236
H 1.684 -6.912 1.103
H 1.869 -5.377 1.055
```

Summary:
LUMO   0.6 eV
Maximum force   3.47 eV/Å
Relative energy (zero: lowest compared OMol25 entry of this formula, charge and spin)   39.45 kJ/mol
HOMO   -7.95 eV